No. 1
The following is a quantum chemistry calculation of a molecular structure, C19H14AsCl2N5PtS5, from OMol25.

Energy above the lowest of the compared OMol25 structures with the same formula, charge and spin in kJ/mol: 41.0
Lowest unoccupied orbital energy in eV: 4.001
HOMO energy in eV: -0.8
F_max in Eh/bohr: 0.0164
HOMO-LUMO gap in hartree: 0.17698
Total charge: -2

XYZ file:
```
47
C19H14AsCl2N5PtS5 ωB97M-V/def2-TZVPD
H -5.095 6.073 1.644
C -2.671 -0.804 -1.071
C -2.050 4.940 0.693
H -5.673 -2.171 -3.424
C 0.880 1.501 -2.444
C -3.048 5.837 1.047
N 0.211 1.562 -1.303
H 1.602 0.696 -2.545
Cl -4.458 -0.670 1.023
H -3.365 -1.788 -4.331
C -4.876 -1.799 -2.795
Pt 0.105 0.128 0.189
S 2.290 0.814 0.907
H -1.656 -0.834 4.406
H -3.772 2.040 0.973
C -4.580 4.008 1.349
As 3.270 -0.785 -0.341
H -0.490 4.144 -4.031
H -5.569 3.642 1.596
H 1.248 2.372 -4.356
H -6.066 -1.621 -1.001
C -5.086 -1.494 -1.448
C -2.314 3.575 0.674
C -1.090 0.319 2.853
H -1.708 4.249 -1.859
N -0.912 1.638 1.082
S -0.204 -0.999 2.153
N -1.546 0.128 4.132
C -0.962 3.490 -2.043
S 4.189 0.039 -2.064
C -0.275 3.425 -3.250
S 4.419 -2.105 0.816
N -1.855 -0.336 -0.191
H -1.057 5.295 0.442
H -2.837 6.900 1.068
C -3.588 -1.593 -3.289
C -4.064 -1.037 -0.661
Cl -1.032 -0.849 -3.293
C 0.679 2.447 -3.441
S 1.244 -1.618 -0.879
C -0.680 2.557 -1.063
H -2.305 0.739 4.392
C -2.570 -1.128 -2.491
C -1.287 2.582 0.289
C -3.584 3.108 1.005
N -1.376 1.496 2.336
C -4.314 5.372 1.373
```

Taken from the Löwdin analysis, the atomic charges in e are: H 0.0903; C -0.5161; C -0.0451; H 0.0622; C -0.1804; C -0.0998; N -0.0861; H 0.0133; Cl 0.5732; H 0.0779; C -0.1796; Pt 0.7017; S -0.0622; H 0.0692; H 0.0770; C -0.0767; As -0.5118; H 0.1016; H 0.0998; H 0.1087; H 0.0765; C -0.2023; C -0.1725; C -0.8106; H 0.1075; N -0.1739; S 0.5892; N 0.0543; C -0.0059; S -0.2157; C -0.0591; S -0.2333; N -0.1899; H 0.1183; H 0.0925; C -0.1990; C -0.5953; Cl 0.6237; C -0.0462; S -0.0265; C -0.1804; H 0.0857; C -0.5917; C -0.1791; C -0.0117; N 0.0373; C -0.1089


No. 2
The following is a quantum chemistry calculation of 6 unconnected molecules or ions with the total composition C4H21N2O6, from OMol25.

Energy above the lowest of the compared OMol25 structures with the same formula, charge and spin in kJ/mol: 12.1
Lowest unoccupied orbital energy in eV: -2.670
HOMO energy in eV: -13.7
F_max in Eh/bohr: 0.0544
HOMO-LUMO gap in hartree: 0.40619
Total charge: +1

XYZ file:
```
33
C4H21N2O6 ωB97M-V/def2-TZVPD
H -2.880 -2.027 -2.162
H 0.719 -2.188 -1.739
H 0.129 1.841 -0.942
H -2.774 1.228 -1.020
N 0.226 -0.102 -1.602
H -1.714 -1.035 1.693
H 1.322 1.014 -0.160
H 2.139 2.588 -2.331
H 2.033 -1.173 -1.206
H 2.368 -1.432 1.029
C 1.990 1.515 -2.203
O -1.951 1.108 -0.547
H -3.007 -1.118 2.654
H -0.830 0.007 3.241
O -2.192 -0.653 2.450
C 0.957 -1.316 -1.119
H -2.161 0.749 0.338
H 0.239 -0.129 -2.623
O -2.633 -1.115 -1.989
C 0.963 1.165 -1.192
H 1.048 1.141 2.502
H 1.730 1.243 -3.220
N 1.410 -1.669 1.212
H -0.781 -0.169 -1.329
H 1.087 -1.876 2.146
H -0.599 1.499 3.696
H 3.000 1.214 -1.878
H -3.460 -0.635 -1.909
O 1.634 1.454 1.785
O -0.716 -1.908 0.453
C 0.439 -1.584 0.275
O -0.163 0.710 3.404
H 2.429 1.653 2.293
```

Taken from the Löwdin analysis, the atomic charges in e are: H 0.0629; H 0.1525; H 0.1222; H 0.0608; N 0.0459; H 0.0074; H 0.0881; H 0.0927; H 0.1357; H 0.1199; C -0.0609; O -0.0388; H 0.0791; H 0.0226; O -0.0485; C -0.0323; H 0.0673; H 0.1648; O -0.0434; C -0.1857; H -0.0363; H 0.0850; N 0.2243; H 0.1027; H 0.1338; H 0.0655; H 0.0962; H 0.0470; O -0.0913; O 0.0634; C -0.5107; O -0.0438; H 0.0522


No. 3
The following is a quantum chemistry calculation of a molecular structure, C27H23AsBr4N2O3PReSe3, from OMol25.

2S+1: 2
Energy above the lowest of the compared OMol25 structures with the same formula, charge and spin in kJ/mol: 96.4
Expectation value of S²: 0.7613
Lowest unoccupied orbital energy (spin up / spin down) in eV: -4.607 / -4.167
HOMO energy (spin up / spin down) in eV: -10.0 / -10.0
F_max in Eh/bohr: 0.0437
HOMO-LUMO gap (spin up / spin down) in hartree: 0.19989 / 0.21483
Total charge: +1

XYZ file:
```
65
C27H23AsBr4N2O3PReSe3 ωB97M-V/def2-TZVPD
N -1.539 -4.687 -1.668
H -2.848 2.176 2.532
H 0.486 5.759 -2.741
H 2.000 -2.641 -4.851
C -0.294 4.128 -1.587
H 3.048 0.297 1.992
C -0.515 -2.282 2.505
Se -1.647 -3.639 -0.293
C 3.647 -2.249 -0.353
O -1.148 -1.775 1.436
H -0.562 6.691 1.302
C 1.279 -3.075 -4.171
C -4.920 2.400 1.989
Br 3.471 -2.446 3.601
Se -1.191 0.551 -1.581
H 4.767 0.342 1.522
C -0.490 5.973 0.496
H -6.096 2.518 -1.188
As 3.331 -0.344 -0.407
C -0.884 4.663 0.703
O 1.445 -1.569 1.485
H 3.978 -2.544 0.640
C 0.937 -3.337 4.641
C -0.793 3.751 -0.348
H -1.255 4.346 1.671
H -3.684 2.274 -1.675
C -1.171 -2.953 3.528
C -4.036 2.318 -0.651
C -3.564 2.268 1.724
Br -3.042 -3.116 3.380
N -0.352 -2.552 -0.951
Re 0.079 -0.772 0.149
C -0.295 -4.874 -3.751
H 3.669 1.661 1.016
C -3.131 2.231 0.405
H -0.218 3.398 -2.383
C -0.455 -3.480 4.601
H 4.394 -2.506 -1.101
Se -0.158 1.243 1.645
C -0.632 -4.244 -2.523
C 1.599 -2.677 3.609
H 0.293 7.390 -0.906
H 0.920 -4.760 -5.480
H -0.803 -5.788 -4.026
C 0.890 -2.154 2.531
C 0.647 -4.297 -4.542
P -1.370 2.077 0.009
C -5.824 2.491 0.942
C 3.752 0.595 1.220
O 1.745 -0.002 -0.900
Br 1.920 -4.052 6.078
H 4.105 1.437 -1.984
C -0.005 6.362 -0.747
H -6.881 2.584 1.153
H 5.468 0.383 -1.538
C 0.099 5.445 -1.781
C 4.415 0.407 -1.816
H 2.704 -2.741 -0.580
Br -1.367 -4.366 5.987
C -5.385 2.453 -0.376
C 0.991 -2.436 -3.002
H -5.269 2.423 3.012
C 0.035 -3.022 -2.136
H 4.267 -0.163 -2.731
H 1.445 -1.492 -2.733
```

Taken from the Löwdin analysis, the atomic charges in e are: N -0.2211; H 0.0817; H 0.1109; H 0.1126; C -0.0861; H 0.0067; C -0.4215; Se 1.2831; C -0.1707; O -0.4462; H 0.1135; C -0.0477; C -0.0611; Br 0.8076; Se 0.4482; H 0.0528; C -0.0589; H 0.1124; As 1.0771; C -0.0932; O -0.3480; H 0.0090; C -0.7424; C -0.3997; H 0.1052; H 0.0913; C -0.6402; C -0.1028; C -0.0959; Br 0.7986; N -0.3831; Re 1.0668; C 0.0000; H 0.0523; C -0.4074; H 0.0884; C -0.7477; H 0.0492; Se 0.4784; C -0.3610; C -0.6227; H 0.1121; H 0.1131; H 0.1249; C -0.4041; C -0.0562; P 0.3178; C -0.0610; C -0.1861; O -0.6898; Br 0.7560; H 0.0489; C -0.0619; H 0.1122; H 0.0509; C -0.0666; C -0.1809; H 0.0293; Br 0.7533; C -0.0616; C -0.0357; H 0.1127; C -0.3426; H 0.0434; H 0.0836


No. 4
The following is a quantum chemistry calculation of a molecular structure, C11H24Cl2ErN2O2PS, from OMol25.

2S+1: 4
Expectation value of S²: 3.7530
Lowest unoccupied orbital energy (spin up / spin down) in eV: -8.610 / -8.608
HOMO energy (spin up / spin down) in eV: -15.3 / -15.3
F_max in Eh/bohr: 0.1411
HOMO-LUMO gap (spin up / spin down) in hartree: 0.24427 / 0.24442
Total charge: +2

XYZ file:
```
44
C11H24Cl2ErN2O2PS ωB97M-V/def2-TZVPD
C 0.556 1.164 -1.772
H 0.041 3.681 0.995
P 0.159 -1.910 -1.559
H 2.522 -2.226 -2.034
H 0.555 5.159 1.869
O 1.492 1.064 -1.061
H -0.498 -0.378 4.079
H -1.125 -1.105 -3.474
N -0.907 1.724 4.245
Er -0.548 -0.680 1.032
H -0.851 1.074 -3.249
H -1.047 -3.892 -2.307
H -0.373 4.317 5.093
H -0.320 5.523 3.814
Cl -1.165 -2.722 2.256
C -0.252 1.819 -2.707
C -0.100 2.257 3.308
H -1.961 0.117 4.978
H -0.941 2.504 -2.172
S 0.800 1.202 2.237
C -0.140 -1.566 -3.333
H 1.930 -3.393 -0.815
C 0.137 4.595 4.172
H -2.018 -2.914 -1.169
H -1.956 0.190 3.187
H -1.949 3.289 5.225
N 0.013 3.598 3.111
H -0.715 -3.959 -0.535
H 0.637 -0.912 -3.749
H 1.540 -3.635 -2.550
C 1.828 -0.851 0.662
Cl -1.948 0.842 -0.409
C -1.345 0.328 4.104
H -1.920 1.723 6.041
H 0.373 2.376 -3.429
H -0.456 2.706 6.085
H -0.116 -2.525 -3.868
H 1.642 3.741 1.742
C 1.695 -2.889 -1.759
C -1.318 2.423 5.461
C -1.023 -3.322 -1.371
H 1.190 4.792 4.429
C 0.602 4.070 1.851
O 2.982 -0.890 0.668
```

Taken from the Löwdin analysis, the atomic charges in e are: C -0.1484; H 0.0775; P 0.7374; H 0.0576; H 0.1006; O 0.2125; H 0.0597; H 0.0549; N -0.1644; Er 0.4268; H 0.1101; H 0.0652; H 0.0533; H 0.1097; Cl -0.0357; C -0.0170; C -0.5805; H 0.1056; H 0.1177; S 0.6806; C -0.2583; H 0.0609; C -0.0266; H 0.0491; H 0.0628; H 0.1106; N -0.1668; H 0.0409; H 0.0563; H 0.0720; C -0.2131; Cl 0.0511; C -0.0877; H 0.1001; H 0.1625; H 0.1157; H 0.0698; H 0.0814; C -0.2491; C -0.0191; C -0.2568; H 0.1207; C -0.0802; O 0.1804


No. 5
The following is a quantum chemistry calculation of 2 unconnected molecules or ions with the total composition H4NO2SSi, from OMol25.

2S+1: 3
Energy above the lowest of the compared OMol25 structures with the same formula, charge and spin in kJ/mol: 73.7
Expectation value of S²: 2.0078
Lowest unoccupied orbital energy (spin up / spin down) in eV: 3.502 / 2.365
HOMO energy (spin up / spin down) in eV: -0.6 / -4.4
F_max in Eh/bohr: 0.0506
HOMO-LUMO gap (spin up / spin down) in hartree: 0.15190 / 0.24756
Total charge: -1

XYZ file:
```
9
H4NO2SSi ωB97M-V/def2-TZVPD
Si 1.578 -1.140 -0.311
H -2.446 0.127 -0.103
H -3.330 0.689 1.129
O 2.295 0.227 -0.501
S 3.621 1.259 -0.173
H 2.568 -2.232 -0.110
N -2.676 0.997 0.338
O 0.217 -1.486 -0.882
H -1.827 1.559 0.613
```

Taken from the Löwdin analysis, the atomic charges in e are: Si 0.1189; H -0.0275; H 0.0216; O -0.8584; S 0.2895; H -0.0666; N -0.0339; O -0.4679; H 0.0244


Which value of F_max does entry 5 give? 0.0506 Eh/bohr


Please write out number 4 again, unchanged.
The following is a quantum chemistry calculation of a molecular structure, C11H24Cl2ErN2O2PS, from OMol25.

2S+1: 4
Expectation value of S²: 3.7530
Lowest unoccupied orbital energy (spin up / spin down) in eV: -8.610 / -8.608
HOMO energy (spin up / spin down) in eV: -15.3 / -15.3
F_max in Eh/bohr: 0.1411
HOMO-LUMO gap (spin up / spin down) in hartree: 0.24427 / 0.24442
Total charge: +2

XYZ file:
```
44
C11H24Cl2ErN2O2PS ωB97M-V/def2-TZVPD
C 0.556 1.164 -1.772
H 0.041 3.681 0.995
P 0.159 -1.910 -1.559
H 2.522 -2.226 -2.034
H 0.555 5.159 1.869
O 1.492 1.064 -1.061
H -0.498 -0.378 4.079
H -1.125 -1.105 -3.474
N -0.907 1.724 4.245
Er -0.548 -0.680 1.032
H -0.851 1.074 -3.249
H -1.047 -3.892 -2.307
H -0.373 4.317 5.093
H -0.320 5.523 3.814
Cl -1.165 -2.722 2.256
C -0.252 1.819 -2.707
C -0.100 2.257 3.308
H -1.961 0.117 4.978
H -0.941 2.504 -2.172
S 0.800 1.202 2.237
C -0.140 -1.566 -3.333
H 1.930 -3.393 -0.815
C 0.137 4.595 4.172
H -2.018 -2.914 -1.169
H -1.956 0.190 3.187
H -1.949 3.289 5.225
N 0.013 3.598 3.111
H -0.715 -3.959 -0.535
H 0.637 -0.912 -3.749
H 1.540 -3.635 -2.550
C 1.828 -0.851 0.662
Cl -1.948 0.842 -0.409
C -1.345 0.328 4.104
H -1.920 1.723 6.041
H 0.373 2.376 -3.429
H -0.456 2.706 6.085
H -0.116 -2.525 -3.868
H 1.642 3.741 1.742
C 1.695 -2.889 -1.759
C -1.318 2.423 5.461
C -1.023 -3.322 -1.371
H 1.190 4.792 4.429
C 0.602 4.070 1.851
O 2.982 -0.890 0.668
```

Taken from the Löwdin analysis, the atomic charges in e are: C -0.1484; H 0.0775; P 0.7374; H 0.0576; H 0.1006; O 0.2125; H 0.0597; H 0.0549; N -0.1644; Er 0.4268; H 0.1101; H 0.0652; H 0.0533; H 0.1097; Cl -0.0357; C -0.0170; C -0.5805; H 0.1056; H 0.1177; S 0.6806; C -0.2583; H 0.0609; C -0.0266; H 0.0491; H 0.0628; H 0.1106; N -0.1668; H 0.0409; H 0.0563; H 0.0720; C -0.2131; Cl 0.0511; C -0.0877; H 0.1001; H 0.1625; H 0.1157; H 0.0698; H 0.0814; C -0.2491; C -0.0191; C -0.2568; H 0.1207; C -0.0802; O 0.1804


Which value of total charge does entry 2 give? +1


The highest total charge belongs to which entry? C11H24Cl2ErN2O2PS